[1]
Here is a single C3H5ClO2S molecule at a distorted geometry from the Open Molecules 2025 dataset. Energies are from ωB97M-V/def2-TZVPD.

Net charge ... 0
Relative energy (zero: lowest compared OMol25 entry of this formula, charge and spin) ... 234.12 kJ/mol
Spin multiplicity ... 1
F_max ... 6.20 eV/A
Gap between HOMO and LUMO ... 8.696 eV
E_HOMO ... -9.31 eV

Geometry (Å):
1 C 0.476 -1.249 0.556
2 C 0.325 0.095 0.183
3 C -1.116 0.714 0.419
4 Cl -2.332 -0.271 -0.390
5 S 0.984 0.696 -1.270
6 O 0.357 1.833 -1.814
7 O 2.311 0.322 -1.601
8 H -0.302 -1.789 0.175
9 H 0.281 -1.244 1.680
10 H 1.595 -1.561 0.438
11 H -1.286 0.702 1.538
12 H -1.293 1.751 0.084

Forces on the atoms, in the same order (eV/Å):
C 4.3 -0.8 3.9
C -1.9 5.0 -3.2
C 1.5 0.2 1.2
Cl -0.7 -0.4 -0.1
S -0.8 -1.7 3.3
O -0.5 1.6 -0.8
O 0.9 -0.4 -0.5
H -1.4 -2.3 -1.4
H 0.4 -0.2 -1.1
H -2.3 -0.1 -0.1
H 0.1 -0.2 -1.3
H 0.6 -0.6 0.0

[2]
Here is a single C3H5ClOS molecule at a distorted geometry from the Open Molecules 2025 dataset. Energies are from ωB97M-V/def2-TZVPD.

Net charge ... 0
Relative energy (zero: lowest compared OMol25 entry of this formula, charge and spin) ... 133.33 kJ/mol
Spin multiplicity ... 1
F_max ... 4.11 eV/A
Gap between HOMO and LUMO ... 8.941 eV
E_HOMO ... -9.28 eV

Geometry (Å):
1 C 1.223 1.266 -0.367
2 O 0.011 0.711 0.060
3 C 0.019 -0.667 0.037
4 S 1.314 -1.594 -0.504
5 C -1.313 -1.054 0.528
6 Cl -2.454 -0.352 -0.675
7 H 1.478 0.846 -1.291
8 H 2.061 0.969 0.254
9 H 0.985 2.334 -0.303
10 H -1.628 -2.107 0.858
11 H -1.697 -0.352 1.401

Forces on the atoms, in the same order (eV/Å):
C -0.1 1.5 1.1
O 0.4 -2.9 0.4
C 1.7 0.8 -0.3
S -2.1 0.9 0.9
C -3.1 0.4 2.7
Cl -0.6 -0.7 -0.7
H 0.2 0.1 -1.9
H 0.0 0.2 0.6
H 0.7 -0.2 -0.5
H 1.1 1.4 -1.2
H 1.7 -1.6 -1.2

[3]
Here is a single C3H5ClS molecule at a distorted geometry from the Open Molecules 2025 dataset. Energies are from ωB97M-V/def2-TZVPD.

Net charge ... 0
Relative energy (zero: lowest compared OMol25 entry of this formula, charge and spin) ... 411.44 kJ/mol
Spin multiplicity ... 1
F_max ... 6.33 eV/A
Gap between HOMO and LUMO ... 8.088 eV
E_HOMO ... -8.56 eV

Geometry (Å):
1 S 0.089 -1.633 -1.774
2 C -1.015 -1.551 -0.043
3 C -0.232 -0.478 0.694
4 C -0.295 1.039 0.212
5 Cl 0.651 2.082 1.407
6 H 0.166 0.017 -1.640
7 H -0.923 -2.554 0.448
8 H -2.121 -1.424 -0.098
9 H 0.463 -0.738 1.551
10 H -0.823 1.372 -0.969

Forces on the atoms, in the same order (eV/Å):
S -1.7 3.7 2.0
C 1.6 -0.4 -0.3
C -0.8 6.0 -1.9
C 0.1 -5.8 1.1
Cl -1.3 -0.7 -2.1
H 0.1 -4.2 -0.7
H 0.4 0.9 -0.5
H 1.0 0.5 -0.8
H -1.1 0.6 -1.1
H 1.7 -0.5 4.4

[4]
Here is a molecular structure, C3H5ClS at a distorted geometry from the Open Molecules 2025 dataset. Energies are from ωB97M-V/def2-TZVPD.

Net charge ... 0
Relative energy (zero: lowest compared OMol25 entry of this formula, charge and spin) ... 180.89 kJ/mol
Spin multiplicity ... 1
F_max ... 7.69 eV/A
Gap between HOMO and LUMO ... 9.686 eV
E_HOMO ... -9.00 eV

Geometry (Å):
1 C -0.544 -0.610 1.152
2 C -0.671 0.105 -0.083
3 C 1.073 0.604 -0.908
4 S -1.076 -1.616 -0.409
5 Cl -1.771 1.439 -0.328
6 H 0.470 -0.886 1.472
7 H -1.267 -0.636 1.931
8 H 1.126 -0.438 -1.301
9 H 1.788 0.583 -0.122
10 H 0.871 1.454 -1.404

Forces on the atoms, in the same order (eV/Å):
C 0.9 -1.7 -0.5
C 3.5 1.7 -2.0
C -3.3 -6.0 3.4
S 0.1 0.9 1.0
Cl -0.3 -0.2 0.2
H -0.5 0.2 -0.1
H -0.7 0.3 0.3
H 0.2 1.4 -1.0
H 0.4 0.8 0.8
H -0.4 2.5 -2.1

[5]
Here is 2 unconnected molecules or ions with the total composition C3H5ClS at a distorted geometry from the Open Molecules 2025 dataset. Energies are from ωB97M-V/def2-TZVPD.

Net charge ... 0
Relative energy (zero: lowest compared OMol25 entry of this formula, charge and spin) ... 410.35 kJ/mol
Spin multiplicity ... 1
F_max ... 3.92 eV/A
Gap between HOMO and LUMO (spin up / spin down) ... 8.449 / 8.187 eV
E_HOMO (spin up / spin down) ... -8.23 / -8.72 eV

Geometry (Å):
1 C -0.959 0.922 -1.093
2 C -0.955 -0.105 -0.035
3 C 1.720 -0.715 1.010
4 S -1.499 1.425 0.624
5 Cl -1.818 -1.577 0.036
6 H -0.095 1.350 -1.460
7 H -1.621 0.964 -1.843
8 H 0.914 -1.456 1.137
9 H 1.780 0.363 1.245
10 H 2.534 -1.171 0.378

Forces on the atoms, in the same order (eV/Å):
C 0.7 -1.0 3.2
C 0.0 1.0 -0.3
C 0.7 -1.0 -1.3
S 0.3 -0.4 -0.6
Cl 0.0 0.0 -0.2
H 2.3 0.7 0.0
H -3.2 -0.3 -2.3
H 0.3 1.1 0.6
H -0.4 -1.1 0.1
H -0.7 0.9 0.7

[6]
Here is a single C3H5ClS molecule at a distorted geometry from the Open Molecules 2025 dataset. Energies are from ωB97M-V/def2-TZVPD.

Net charge ... 0
Relative energy (zero: lowest compared OMol25 entry of this formula, charge and spin) ... 38.75 kJ/mol
Spin multiplicity ... 1
F_max ... 3.26 eV/A
Gap between HOMO and LUMO ... 8.414 eV
E_HOMO ... -8.75 eV

Geometry (Å):
1 C 0.380 0.083 -1.300
2 C 0.306 0.461 0.180
3 S 1.427 1.438 0.799
4 C -0.509 -0.453 1.151
5 Cl -1.989 0.373 1.183
6 H -0.518 -0.400 -1.472
7 H 0.440 0.998 -1.906
8 H 1.147 -0.585 -1.534
9 H -0.715 -1.468 0.770
10 H 0.031 -0.448 2.129

Forces on the atoms, in the same order (eV/Å):
C -1.3 2.6 1.3
C 2.4 -2.2 0.2
S -0.3 0.6 0.2
C 2.4 0.1 -0.8
Cl -2.6 1.0 0.6
H -2.0 -1.0 -1.0
H 0.1 -0.5 0.1
H 1.5 -0.9 0.0
H 0.5 0.4 0.1
H -0.8 -0.1 -0.8

[7]
Here is 2 unconnected molecules or ions with the total composition C3H5ClS2 at a distorted geometry from the Open Molecules 2025 dataset. Energies are from ωB97M-V/def2-TZVPD.

Net charge ... 0
Relative energy (zero: lowest compared OMol25 entry of this formula, charge and spin) ... 428.80 kJ/mol
Spin multiplicity ... 1
F_max ... 5.39 eV/A
Gap between HOMO and LUMO (spin up / spin down) ... 4.952 / 4.978 eV
E_HOMO (spin up / spin down) ... -8.32 / -8.33 eV

Geometry (Å):
1 C -0.857 0.742 0.129
2 C -1.628 -0.533 -0.085
3 C -0.171 -0.633 0.342
4 S 1.078 -1.131 -0.802
5 S 3.167 1.343 0.125
6 Cl 4.386 0.116 -0.794
7 H -0.829 1.303 -0.695
8 H -0.972 1.285 1.057
9 H -2.350 -0.989 0.455
10 H -1.748 -0.563 -1.185
11 H -0.076 -0.939 1.451

Forces on the atoms, in the same order (eV/Å):
C -1.2 -2.9 4.4
C 2.4 1.8 -3.3
C 0.3 -0.1 0.6
S 0.1 1.7 1.4
S -1.7 -1.1 -0.3
Cl 1.1 -0.3 -0.4
H 1.0 1.9 -3.1
H 0.0 0.1 0.1
H -2.1 -1.0 1.9
H -0.2 -0.7 0.8
H 0.1 0.6 -2.0

[8]
Here is a molecular structure, C3H5CoO3 at a distorted geometry from the Open Molecules 2025 dataset. Energies are from ωB97M-V/def2-TZVPD.

Net charge ... +1
Relative energy (zero: lowest compared OMol25 entry of this formula, charge and spin) ... 113.66 kJ/mol
⟨S²⟩ ... 3.757
Spin multiplicity ... 4
F_max ... 3.78 eV/A
Gap between HOMO and LUMO (spin up / spin down) ... 8.843 / 9.725 eV
E_HOMO (spin up / spin down) ... -13.89 / -15.06 eV

Geometry (Å):
1 H 3.406 -2.603 0.725
2 O -0.841 -0.926 -0.204
3 C 0.355 -0.662 0.245
4 C -1.561 0.303 -0.447
5 O 1.316 -1.417 0.017
6 O 0.547 0.613 0.496
7 C -0.650 1.362 0.187
8 H -2.538 0.221 0.037
9 H -1.676 0.419 -1.529
10 H -1.040 1.765 1.127
11 H -0.379 2.170 -0.497
12 Co 3.063 -1.245 -0.158

Forces on the atoms, in the same order (eV/Å):
H 0.4 1.0 -0.7
O 0.1 -0.8 0.6
C 0.2 1.1 -3.2
C -0.4 0.3 0.2
O -3.6 0.0 1.3
O 0.4 -0.2 0.6
C -0.5 0.3 0.3
H 0.2 0.0 -0.2
H 0.1 -0.1 0.3
H 0.1 0.0 -0.3
H 0.0 -0.2 0.2
Co 2.9 -1.3 0.8

[9]
Here is a molecular structure, C3H5CoO3 at a distorted geometry from the Open Molecules 2025 dataset. Energies are from ωB97M-V/def2-TZVPD.

Net charge ... +2
Relative energy (zero: lowest compared OMol25 entry of this formula, charge and spin) ... 80.41 kJ/mol
⟨S²⟩ ... 6.004
Spin multiplicity ... 5
F_max ... 2.93 eV/A
Gap between HOMO and LUMO (spin up / spin down) ... 5.940 / 7.968 eV
E_HOMO (spin up / spin down) ... -17.92 / -21.10 eV

Geometry (Å):
1 H -1.642 -1.494 -1.948
2 O -1.164 0.419 -0.197
3 C -0.139 0.707 -0.904
4 C -0.746 -0.395 0.963
5 O -0.087 1.240 -2.012
6 O 1.021 0.443 -0.308
7 C 0.786 -0.294 0.942
8 H -1.123 -1.409 0.806
9 H -1.200 0.057 1.849
10 H 1.294 -1.258 0.860
11 H 1.198 0.302 1.761
12 Co 1.805 1.681 -1.812

Forces on the atoms, in the same order (eV/Å):
H 0.0 -0.1 -0.1
O 0.5 -0.1 -0.7
C -2.2 -0.8 1.7
C -0.3 0.0 0.3
O 0.9 1.0 -0.7
O 1.0 0.3 -0.7
C 0.3 -0.4 1.1
H 0.1 0.3 0.0
H 0.1 -0.1 -0.2
H -0.1 0.2 0.0
H -0.1 -0.1 -0.2
Co 0.0 -0.1 -0.5

[10]
Here is a molecular structure, C3H5CuO3 at a distorted geometry from the Open Molecules 2025 dataset. Energies are from ωB97M-V/def2-TZVPD.

Net charge ... -1
Relative energy (zero: lowest compared OMol25 entry of this formula, charge and spin) ... 566.99 kJ/mol
⟨S²⟩ ... 0.758
Spin multiplicity ... 2
F_max ... 5.89 eV/A
Gap between HOMO and LUMO (spin up / spin down) ... 5.275 / 5.406 eV
E_HOMO (spin up / spin down) ... -1.77 / -1.90 eV

Geometry (Å):
1 H -0.684 -1.710 -0.613
2 C -1.225 -0.828 -0.216
3 C -0.567 0.467 -0.583
4 O 0.541 1.419 -0.650
5 C 1.544 1.451 0.149
6 O 2.584 0.973 -0.538
7 Cu -0.648 -2.268 2.426
8 O -1.254 -0.731 1.214
9 H -2.268 -0.805 -0.589
10 H -0.573 0.214 1.155
11 H -0.837 0.543 -1.655
12 H 3.387 1.275 -0.100

Forces on the atoms, in the same order (eV/Å):
H -0.4 -0.6 0.8
C 2.5 -0.3 0.3
C -4.1 2.8 -3.2
O 1.7 -2.1 -0.6
C 0.1 0.0 1.1
O 0.8 0.5 -0.6
Cu -0.1 0.1 -0.2
O 2.2 0.8 1.2
H 0.8 0.2 -0.4
H -2.9 -1.9 0.8
H -0.7 0.8 0.5
H 0.1 -0.3 0.4